one | Entry from the Open Molecules 2025 dataset: a structure of composition C2H2FN3O (ωB97M-V/def2-TZVPD).

* molar mass: 103.1 g/mol
* charge: 0
* LUMO energy (alpha / beta): -1.54 / -1.54 eV

Each line ends with the natural charge from an NBO analysis.
Cartesian coordinates (Å):
H1 1.7858 -0.2854 -1.9972  0.501
N1 -0.8804 -0.6420 1.3841  -0.240
N2 0.0705 -1.0898 -0.5168  -0.241
H2 -0.0908 0.7639 0.0968  0.097
N3 -0.4533 -1.5933 0.5911  -0.083
O1 1.3162 0.5081 -1.6541  -0.645
C1 0.2639 0.0794 -0.9098  0.376
F1 -1.2728 1.6639 1.8052  -0.269
C2 -0.7392 0.5952 1.2008  0.502

---

two | Entry from the Open Molecules 2025 dataset: an isolated molecule of C2H2FN3O (ωB97M-V/def2-TZVPD).

* molar mass: 103.1 g/mol
* SMILES: Oc1nn[nH]c1F
* charge: 0
* LUMO energy: 0.76 eV

Each line ends with the natural charge from an NBO analysis.
Cartesian coordinates (Å):
N1 0.1019 1.7267 -0.0295  -0.046
F1 -1.6024 -1.3086 -0.0036  -0.276
N2 -1.0144 0.9820 -0.0635  -0.370
C1 -0.6966 -0.3459 0.0681  0.408
H1 -1.9533 1.3706 0.0710  0.426
H2 2.3885 -0.9960 0.1553  0.491
N3 1.1567 0.9882 0.0321  -0.262
O1 1.5403 -1.3182 -0.0833  -0.649
C2 0.6889 -0.3091 0.0817  0.278

---

The most stable arrangement is two, and the next structure is 107.5 kcal/mol less stable.

---

one | Entry from the Open Molecules 2025 dataset: a cluster of 2 separate species, C3H9NO in total (ωB97M-V/def2-TZVPD).

* multiplicity: 2
* ⟨S²⟩: 0.76
* molar mass: 75.1 g/mol
* charge: +1
* LUMO energy (alpha / beta): -3.71 / -9.40 eV

Each line ends with the natural charge from an NBO analysis.
Cartesian coordinates (Å):
H1 2.0944 -1.6417 -1.5600  0.225
H2 -0.6466 0.3685 1.0823  0.407
H3 -1.0373 2.3489 -0.8589  0.266
H4 0.3724 -1.4385 -0.8826  0.181
C1 1.4351 -1.5932 -0.7056  -0.401
H5 -2.2055 0.9740 -1.1194  0.285
O1 -2.3748 1.9933 0.5598  -0.565
H6 -1.8733 1.9892 1.3874  0.481
H7 1.1480 -1.8412 1.3486  0.193
C2 1.8568 -1.8625 0.5346  -0.339
C3 -1.5333 1.4819 -0.4113  0.013
N1 -0.5567 0.5693 0.0836  -0.407
H8 0.4225 0.7873 -0.1023  0.434
H9 2.8982 -2.1353 0.6440  0.228

---

two | Entry from the Open Molecules 2025 dataset: a cluster of 2 separate species, C3H9NO in total (ωB97M-V/def2-TZVPD).

* multiplicity: 2
* ⟨S²⟩: 0.76
* molar mass: 75.1 g/mol
* charge: +1
* LUMO energy (alpha / beta): -3.68 / -8.99 eV

Each line ends with the natural charge from an NBO analysis.
Cartesian coordinates (Å):
H1 1.5574 2.6066 -4.1943  0.474
H2 -2.2915 -1.5054 2.5207  0.417
H3 -0.8763 0.5822 0.9996  0.241
N1 -2.2337 -0.7808 1.7996  -0.282
C1 -0.9812 -0.0371 1.8805  -0.313
H4 0.3733 -1.7096 2.5920  0.236
H5 0.9754 -0.4404 -0.0981  0.215
C2 1.0748 -0.9970 0.8279  -0.220
H6 2.2920 2.6639 -5.6344  0.484
C3 0.1848 -0.9951 1.8026  -0.217
H7 1.9030 -1.6930 0.7719  0.244
H8 -2.4486 -1.0201 0.8306  0.418
H9 -1.1225 0.6451 2.7355  0.261
O1 1.7315 2.1768 -5.0478  -0.958

---

The most stable arrangement is two, and the next structure is 16.1 kcal/mol less stable.

---

one | Entry from the Open Molecules 2025 dataset: an isolated molecule of C2H3F2NO (ωB97M-V/def2-TZVPD).

* molar mass: 95.0 g/mol
* charge: 0
* LUMO energy (alpha / beta): -0.15 / -0.20 eV

Each line ends with the natural charge from an NBO analysis.
Cartesian coordinates (Å):
F1 3.7457 -1.1394 -0.0090  -0.349
O1 1.8978 0.2452 -0.0005  -0.482
H1 0.6823 -1.3851 0.4285  0.179
C1 3.3383 0.0388 -0.4135  0.564
C2 0.7632 -0.3227 0.1717  0.463
H2 -1.1987 0.4415 0.4034  0.397
N1 -0.3882 0.4578 -0.2347  -0.800
F2 4.1175 1.0089 0.2023  -0.367
H3 0.0649 1.3905 -0.2167  0.395

---

two | Entry from the Open Molecules 2025 dataset: a cluster of 2 separate species, C2H3F2NO in total (ωB97M-V/def2-TZVPD).

* molar mass: 95.0 g/mol
* charge: 0
* LUMO energy (alpha / beta): -0.90 / 0.53 eV

Each line ends with the natural charge from an NBO analysis.
Cartesian coordinates (Å):
C1 -0.5421 -0.4859 -0.5033  0.124
H1 0.2598 -0.6481 -1.1854  0.239
H2 -2.3172 0.5800 0.0298  0.176
F1 2.0408 1.3337 -0.1564  -0.265
H3 -1.1490 0.8278 1.1818  0.191
N1 1.8868 0.0693 0.4474  0.329
C2 -1.4242 0.2646 0.3562  -0.122
F2 2.5894 -0.7509 -0.4487  -0.264
O1 -1.3443 -1.1904 0.2785  -0.409

---

The most stable arrangement is one, and the next structure is 105.9 kcal/mol less stable.

---

one | Entry from the Open Molecules 2025 dataset: a cluster of 2 separate species, C2H3F2NO in total (ωB97M-V/def2-TZVPD).

* molar mass: 95.0 g/mol
* charge: 0
* LUMO energy (alpha / beta): 0.25 / -0.35 eV

Each line ends with the natural charge from an NBO analysis.
Cartesian coordinates (Å):
C1 -0.5031 0.5663 -0.0677  0.171
H1 -0.4354 1.4695 0.5386  0.206
H2 -0.8797 -1.6296 -0.2789  0.201
F1 2.4735 1.2483 -0.2442  -0.281
C2 -1.1694 -0.6476 -0.0458  -0.152
O1 -1.3292 0.2853 -1.0934  -0.423
F2 2.1456 -0.5115 0.9220  -0.221
H3 -2.1474 -0.7451 0.5525  0.170
N1 1.8450 -0.0357 -0.2830  0.329

---

two | Entry from the Open Molecules 2025 dataset: an isolated molecule of C2H3F2NO (ωB97M-V/def2-TZVPD).

* molar mass: 95.0 g/mol
* SMILES: FN(F)[C@@H]1CO1
* charge: 0
* LUMO energy: 0.97 eV

Each line ends with the natural charge from an NBO analysis.
Cartesian coordinates (Å):
C1 -1.2928 0.0914 0.3010  -0.099
F1 2.2875 -0.5346 -0.3663  -0.227
H1 -2.1939 0.1425 -0.2899  0.209
C2 0.0021 -0.2180 -0.2959  0.120
N1 1.2904 0.0683 0.3887  0.310
H2 -1.2079 0.5932 1.3603  0.201
F2 1.6005 1.4245 0.0308  -0.258
H3 0.3003 -0.3827 -1.3987  0.198
O1 -0.7862 -1.1848 0.2700  -0.454

---

three | Entry from the Open Molecules 2025 dataset: an isolated molecule of C2H3F2NO (ωB97M-V/def2-TZVPD).

* molar mass: 95.0 g/mol
* charge: 0
* LUMO energy (alpha / beta): 0.45 / 0.06 eV

Each line ends with the natural charge from an NBO analysis.
Cartesian coordinates (Å):
C1 3.1563 0.0456 -0.4285  0.548
F1 3.9972 0.9279 0.1710  -0.360
H1 -0.3680 1.3802 -0.1967  0.410
C2 0.7746 -0.2354 0.1613  0.419
O1 1.8584 0.4167 -0.0896  -0.444
F2 3.4558 -1.1973 0.0666  -0.382
N1 -0.4101 0.4142 0.0930  -0.784
H2 -1.2282 -0.1101 -0.1732  0.405
H3 0.7834 -1.2960 0.3786  0.187

---

The most stable arrangement is three, and the next structure is 52.6 kcal/mol less stable.

---

one | Entry from the Open Molecules 2025 dataset: a cluster of 2 separate species, CH3OS in total (ωB97M-V/def2-TZVPD).

* molar mass: 63.1 g/mol
* charge: -1
* LUMO energy: 4.00 eV

Each line ends with the natural charge from an NBO analysis.
Cartesian coordinates (Å):
H1 -0.2982 0.0494 -0.7763  0.165
O1 -2.1266 -0.7233 -0.3809  -0.557
H2 1.5304 0.8938 0.7315  0.067
C1 -0.9605 -0.5230 -0.1100  0.279
S1 2.3644 1.2517 -0.2640  -1.052
H3 -0.5095 -0.9486 0.7997  0.098

---

two | Entry from the Open Molecules 2025 dataset: a cluster of 2 separate species, CH3OS in total (ωB97M-V/def2-TZVPD).

* molar mass: 63.1 g/mol
* charge: -1
* LUMO energy: 4.13 eV

Each line ends with the natural charge from an NBO analysis.
Cartesian coordinates (Å):
O1 -1.1883 -0.1103 2.0739  -0.569
H1 0.3679 -0.7554 0.9960  0.097
S1 1.2898 -0.1515 -1.8420  -1.055
C1 -0.5899 -0.1956 1.0306  0.281
H2 0.8368 1.0448 -2.2487  0.085
H3 -0.7163 0.1679 -0.0099  0.161

---

three | Entry from the Open Molecules 2025 dataset: a cluster of 2 separate species, CH3OS in total (ωB97M-V/def2-TZVPD).

* molar mass: 63.1 g/mol
* charge: -1
* LUMO energy: 3.99 eV

Each line ends with the natural charge from an NBO analysis.
Cartesian coordinates (Å):
H1 0.8702 1.9982 -2.3864  0.095
H2 -0.6233 -0.2200 0.9295  0.131
C1 -0.0358 -0.7933 1.5443  0.305
O1 -0.3642 -1.1787 2.6329  -0.548
S1 0.1265 0.8420 -1.8664  -1.089
H3 0.8575 -1.0599 0.9906  0.106

---

The most stable arrangement is one, and the next structure is 2.2 kcal/mol less stable.

---

one | Entry from the Open Molecules 2025 dataset: a cluster of 2 separate species, C2H5N2O2 in total (ωB97M-V/def2-TZVPD).

* molar mass: 89.1 g/mol
* charge: +1
* LUMO energy (alpha / beta): -6.53 / -5.27 eV

Each line ends with the natural charge from an NBO analysis.
Cartesian coordinates (Å):
O1 2.7486 -0.7139 -0.1905  -0.148
H1 2.0351 -0.0688 1.8033  0.253
C1 -0.7479 -0.0498 -0.2525  0.409
H2 -0.6126 1.9496 -0.0923  0.429
C2 2.1306 -0.0271 0.7324  0.535
H3 -0.9540 -2.0421 -0.4425  0.433
N1 -1.4181 -1.1472 -0.4048  -0.782
O2 2.6947 0.7456 -0.1556  -0.153
N2 -1.2253 1.1522 -0.1790  -0.784
H4 -2.2220 1.3611 -0.2702  0.404
H5 -2.4291 -1.1596 -0.5483  0.405

---

two | Entry from the Open Molecules 2025 dataset: a cluster of 2 separate species, C2H5N2O2 in total (ωB97M-V/def2-TZVPD).

* molar mass: 89.1 g/mol
* charge: +1
* LUMO energy (alpha / beta): -4.66 / -4.30 eV

Each line ends with the natural charge from an NBO analysis.
Cartesian coordinates (Å):
N1 0.0948 -0.8097 -0.5005  -0.496
H1 -2.8891 0.6883 -0.2346  0.580
H2 2.2861 -0.9604 -0.5301  0.294
H3 -0.4808 -0.9615 2.4250  -0.033
O1 -2.1271 0.1030 -0.3572  -0.661
H4 1.8162 1.6885 0.1934  0.451
H5 -0.1780 -1.6499 -0.9806  0.469
N2 1.2083 0.8955 0.1553  -0.261
C1 1.3145 -0.3369 -0.4586  0.208
O2 -0.1681 1.2096 0.3128  -0.286
C2 -0.8769 0.1335 -0.0249  0.737

---

The most stable arrangement is two, and the next structure is 5.9 kcal/mol less stable.

---

one | Entry from the Open Molecules 2025 dataset: a cluster of 2 separate species, C4H8O2S in total (ωB97M-V/def2-TZVPD).

* multiplicity: 3
* ⟨S²⟩: 2.01
* molar mass: 120.2 g/mol
* charge: 0
* LUMO energy (alpha / beta): 0.84 / -2.28 eV

Each line ends with the natural charge from an NBO analysis.
Cartesian coordinates (Å):
H1 -0.0343 0.0287 -2.5376  0.241
H2 -1.9757 0.8189 -0.1112  0.204
S1 0.6849 -1.8226 0.4437  1.760
H3 -1.5821 -0.2481 1.3071  0.227
C1 0.6707 -0.1806 -1.7317  -0.737
H4 1.1839 0.7522 -1.4908  0.238
O1 -0.0845 -2.2110 1.5989  -0.865
H5 0.1793 2.0627 0.2860  0.212
O2 1.5110 -2.8320 -0.1764  -0.859
H6 1.3984 -0.9067 -2.0971  0.249
C2 -0.2915 1.5174 1.1032  -0.665
H7 -0.8380 2.2431 1.7083  0.233
C3 -1.2301 0.4728 0.5887  -0.261
C4 -0.0742 -0.7723 -0.6182  -0.200
H8 0.4825 1.0775 1.7273  0.222

---

two | Entry from the Open Molecules 2025 dataset: an isolated molecule of C4H8O2S (ωB97M-V/def2-TZVPD).

* multiplicity: 3
* ⟨S²⟩: 2.00
* molar mass: 120.2 g/mol
* charge: 0
* LUMO energy (alpha / beta): 0.80 / -2.72 eV

Each line ends with the natural charge from an NBO analysis.
Cartesian coordinates (Å):
H1 3.0178 0.9084 -0.0562  0.223
C1 2.2348 0.3570 -0.5895  -0.913
H2 -0.0786 -2.4526 1.1851  0.194
H3 -2.4882 1.7813 -0.2989  0.194
C2 -1.6664 1.3574 0.2150  -0.247
O1 -1.1805 0.3754 -0.5531  -0.503
O2 0.0831 -1.6070 -0.7673  -0.501
S1 1.1597 0.2388 0.8880  0.473
H4 2.6964 -0.5294 -0.8980  0.243
H5 -1.7137 -2.1269 0.3502  0.178
C3 -0.2651 -0.4301 -0.0247  0.236
H6 1.8094 0.8997 -1.3463  0.217
H7 -2.0894 0.8910 1.0829  0.180
C4 -0.5794 -1.8530 0.4560  -0.145
H8 -0.9400 2.1900 0.3569  0.172

---

The most stable arrangement is one, and the next structure is 48.7 kcal/mol less stable.

---

one | Entry from the Open Molecules 2025 dataset: a cluster of 2 separate species, C2H5BrN in total (ωB97M-V/def2-TZVPD).

* molar mass: 123.0 g/mol
* charge: +1
* LUMO energy: -5.89 eV

Each line ends with the natural charge from an NBO analysis.
Cartesian coordinates (Å):
H1 -4.2884 -0.0670 0.6929  0.263
N1 0.6520 0.4916 -0.2661  -0.364
C1 2.1036 0.2404 -0.2770  -0.227
H2 2.9168 0.7653 -0.8843  0.276
H3 2.3737 0.0590 0.8101  0.236
Br1 -2.8396 -0.2569 0.7665  -0.259
H4 0.6580 -1.6136 -1.0237  0.294
H5 -0.1292 0.9511 0.1278  0.475
C2 1.0235 -0.5969 -0.7511  0.305

---

two | Entry from the Open Molecules 2025 dataset: the ion C2H5BrN with charge +1 (ωB97M-V/def2-TZVPD).

* molar mass: 123.0 g/mol
* SMILES: Br[C@@H]1C[NH2+]1
* charge: +1
* LUMO energy: -3.93 eV

Each line ends with the natural charge from an NBO analysis.
Cartesian coordinates (Å):
H1 -0.3021 1.2703 0.9090  0.242
H2 0.4193 -0.2234 -1.7007  0.284
H3 -1.2251 1.2266 -0.5871  0.279
C1 -0.5227 0.6852 0.0796  -0.242
Br1 2.3956 0.0022 0.0620  0.179
C2 0.6003 -0.0954 -0.6111  -0.139
H4 0.1231 -0.7669 1.2931  0.466
H5 -1.0864 -1.3992 0.2009  0.460
N1 -0.4020 -0.6993 0.3543  -0.529

---

The most stable arrangement is two, and the next structure is 33.9 kcal/mol less stable.